P.
Molecular formula: C10H18OSi
Method: DFT, ωB97M-V/def2-TZVPD

## Properties
LUMO energy = 0.772 eV

Each line ends with the natural charge from an NBO analysis.
Positions of all 30 atoms, in Å:
C -1.398 2.108 -0.161  -1.07
Si -1.583 0.216 0.172  1.59
C -2.746 -0.489 1.530  -1.06
C -2.256 -0.492 -1.469  -1.09
C 0.191 -0.412 0.560  -0.64
C 0.950 -0.958 -0.656  -0.22
C 2.182 -1.495 0.111  -0.41
C 2.507 -0.393 1.068  -0.41
C 1.224 0.614 0.947  -0.32
C 1.668 1.283 -0.396  0.63
O 2.239 2.343 -0.524  -0.54
C 1.327 0.180 -1.500  -0.53
H -0.430 2.312 0.278  0.23
H -1.235 2.247 -1.131  0.22
H -2.121 2.855 0.239  0.25
H -3.680 -0.129 1.497  0.23
H -2.825 -1.522 1.571  0.23
H -2.374 -0.100 2.533  0.22
H -3.301 -0.630 -1.636  0.24
H -1.805 0.017 -2.237  0.22
H -1.791 -1.500 -1.540  0.22
H 0.110 -1.185 1.306  0.23
H 0.488 -1.709 -1.200  0.22
H 3.198 -1.627 -0.448  0.21
H 1.700 -2.472 0.552  0.21
H 2.588 -0.754 2.162  0.22
H 3.441 -0.005 0.713  0.22
H 1.063 1.141 1.808  0.23
H 0.511 0.631 -2.071  0.23
H 2.160 -0.076 -2.077  0.23

***

Q.
Molecular formula: C10H18OSi
Method: DFT, ωB97M-V/def2-TZVPD

## Properties
LUMO energy = 0.806 eV

Each line ends with the natural charge from an NBO analysis.
Positions of all 30 atoms, in Å:
C 2.354 1.120 1.108  -0.10
C 2.244 0.004 1.850  -0.30
C 2.507 -1.203 1.013  0.01
C 2.274 -2.212 0.217  -0.16
C 3.138 -1.144 -0.295  -0.27
C 2.607 -0.008 -1.211  -0.42
C 2.507 1.219 -0.377  -0.45
H 2.353 2.097 1.585  0.21
H 1.978 -0.183 2.881  0.23
H 1.940 -3.195 0.038  0.22
H 4.223 -1.179 -0.538  0.18
H 1.705 -0.148 -1.724  0.20
H 3.398 0.232 -1.977  0.20
H 1.638 1.944 -0.835  0.24
H 3.485 1.635 -0.465  0.22
C -2.057 0.179 -1.995  -1.06
Si -2.291 0.123 -0.057  1.81
C -3.692 1.406 0.580  -1.08
C -2.706 -1.492 0.851  -1.12
O -0.815 0.701 0.474  -1.13
H -2.999 0.635 -2.292  0.23
H -1.245 0.724 -2.316  0.24
H -1.988 -0.820 -2.272  0.22
H -3.777 1.407 1.643  0.23
H -3.528 2.427 0.249  0.23
H -4.548 1.020 -0.010  0.22
H -3.809 -1.710 0.842  0.24
H -2.406 -2.395 0.168  0.23
H -2.318 -1.552 1.763  0.23
H -0.171 0.367 1.100  0.51

***

Verdict on stability: P comes out on top.

***

P.
Molecular formula: C18H24N2O4S
Method: DFT, ωB97M-V/def2-TZVPD

## Properties
LUMO energy = 0.578 eV

Each line ends with the natural charge from an NBO analysis.
Positions of all 49 atoms, in Å:
C -5.174 1.425 0.752  -0.62
C -4.587 1.806 2.112  0.10
C -5.702 2.119 3.110  -0.62
O -3.810 0.732 2.634  -0.55
C -2.426 0.946 2.736  -0.05
C -1.687 0.859 1.396  -0.44
C -1.843 -0.535 0.784  -0.23
N -1.337 -0.601 -0.567  -0.60
C -0.091 -1.041 -0.851  0.67
O 0.657 -1.456 0.027  -0.65
C 0.289 -0.977 -2.288  -0.22
C -0.678 -1.092 -3.284  -0.17
C -0.345 -0.998 -4.621  -0.24
C 0.975 -0.774 -4.982  -0.17
C 1.957 -0.683 -4.018  -0.26
C 1.638 -0.806 -2.664  0.28
N 2.607 -0.768 -1.677  -0.64
C 3.921 -0.438 -1.785  0.64
O 4.487 -0.075 -2.800  -0.62
C 4.645 -0.554 -0.488  0.15
C 5.940 -0.211 -0.433  -0.41
S 6.974 -0.368 0.955  0.28
C 5.834 -1.347 1.987  -0.56
C 4.422 -0.795 1.842  -0.07
O 3.887 -1.011 0.559  -0.50
H -4.386 1.251 0.023  0.20
H -5.760 0.516 0.853  0.21
H -5.816 2.222 0.386  0.21
H -3.950 2.696 1.998  0.16
H -6.310 2.945 2.752  0.21
H -5.276 2.384 4.075  0.21
H -6.329 1.242 3.241  0.21
H -2.066 0.156 3.402  0.19
H -2.220 1.920 3.205  0.17
H -0.630 1.075 1.557  0.22
H -2.086 1.609 0.709  0.19
H -1.280 -1.261 1.373  0.23
H -2.900 -0.816 0.786  0.21
H -1.869 -0.138 -1.286  0.40
H -1.705 -1.293 -3.013  0.21
H -1.109 -1.098 -5.377  0.21
H 1.243 -0.687 -6.024  0.22
H 2.986 -0.525 -4.295  0.26
H 2.271 -1.046 -0.750  0.46
H 6.422 0.171 -1.316  0.26
H 6.183 -1.270 3.014  0.24
H 5.874 -2.383 1.653  0.23
H 3.738 -1.307 2.523  0.20
H 4.424 0.280 2.072  0.18

***

Q.
Molecular formula: C18H24N2O4S
Method: DFT, ωB97M-V/def2-TZVPD

## Properties
LUMO energy = 0.210 eV

Each line ends with the natural charge from an NBO analysis.
Positions of all 49 atoms, in Å:
C 0.327 1.927 -4.727  -0.63
C 0.569 0.387 -4.619  -0.40
C -0.777 -0.375 -4.345  -0.21
N -0.933 -0.196 -2.927  -0.64
C -1.586 -1.154 -2.147  0.70
O -2.115 -2.021 -2.759  -0.62
C -1.577 -1.068 -0.575  -0.15
N -0.798 -0.065 0.113  -0.44
C 0.561 -0.175 0.280  0.65
O 1.238 -0.809 -0.547  -0.60
C 1.030 0.265 1.541  -0.22
C -0.161 0.558 2.202  0.07
C -0.211 0.917 3.537  -0.22
C 1.005 0.948 4.340  -0.21
C 2.213 0.619 3.703  0.26
O 3.358 0.868 4.420  -0.52
C 4.244 1.908 3.954  -0.25
C 2.192 0.202 2.265  0.32
O 3.379 -0.206 1.701  -0.52
C 3.810 -1.506 1.935  -0.24
C -1.311 0.560 1.307  -0.17
S -2.709 -0.516 1.784  0.19
C -3.046 -1.113 0.087  -0.10
C -3.820 0.122 -0.356  -0.65
C -3.723 -2.465 0.012  -0.66
H -0.465 2.253 -4.082  0.20
H -0.042 2.079 -5.748  0.21
H 1.158 2.604 -4.766  0.22
H 1.032 -0.153 -5.484  0.20
H 1.290 0.151 -3.877  0.22
H -0.745 -1.410 -4.774  0.23
H -1.519 0.137 -4.835  0.18
H -0.718 0.716 -2.392  0.41
H -1.019 -1.932 -0.117  0.25
H -1.050 1.330 4.081  0.22
H 0.870 1.446 5.263  0.23
H 5.034 2.165 4.727  0.20
H 4.830 1.616 3.042  0.19
H 3.694 2.746 3.615  0.18
H 3.109 -2.220 1.387  0.19
H 3.832 -1.685 2.976  0.17
H 4.901 -1.605 1.604  0.20
H -1.611 1.480 0.981  0.21
H -3.294 1.098 -0.445  0.21
H -4.190 -0.140 -1.327  0.21
H -4.694 0.190 0.248  0.22
H -3.516 -2.943 -1.002  0.27
H -3.186 -3.085 0.711  0.23
H -4.858 -2.451 0.035  0.23

***

Verdict on stability: P comes out on top.

***

P.
Molecular formula: CH3NOS
Method: DFT, ωB97M-V/def2-TZVPD

## Properties
LUMO energy = 0.264 eV

Each line ends with the natural charge from an NBO analysis.
Positions of all 7 atoms, in Å:
C -0.036 0.124 -0.023  -0.25
N 1.175 -0.539 0.096  -0.84
O -2.572 0.796 0.119  -0.94
S -1.670 -0.350 0.229  0.99
H -0.113 1.649 0.015  0.22
H 2.098 -0.100 -0.312  0.42
H 1.118 -1.581 -0.125  0.40

***

Q.
Molecular formula: CH3NOS
Method: DFT, ωB97M-V/def2-TZVPD

## Properties
LUMO energy (spin up / spin down) = -0.833 / -0.696 eV

Each line ends with the natural charge from an NBO analysis.
Positions of all 7 atoms, in Å:
C -1.375 -0.536 -0.911  0.12
N -0.795 0.284 -0.250  -0.60
O -0.651 1.768 1.841  -0.89
S -0.040 1.465 0.549  1.18
H -0.925 -1.487 -1.145  0.20
H 1.767 -1.195 -0.059  -0.01
H 2.020 -0.299 -0.025  -0.01

***

R.
Molecular formula: CH3NOS
Method: DFT, ωB97M-V/def2-TZVPD

## Properties
LUMO energy = -0.037 eV

Each line ends with the natural charge from an NBO analysis.
Positions of all 7 atoms, in Å:
C -0.246 1.185 0.510  0.33
N 0.739 -1.055 -0.475  -0.97
O -0.527 2.258 0.878  -0.49
S 1.025 0.100 0.726  0.52
H -1.474 0.231 -0.535  -0.16
H 0.566 -1.976 -0.083  0.38
H -0.083 -0.742 -1.020  0.40

***

S.
Molecular formula: CH3NOS
Method: DFT, ωB97M-V/def2-TZVPD

## Properties
LUMO energy = -0.562 eV

Each line ends with the natural charge from an NBO analysis.
Positions of all 7 atoms, in Å:
O 0.393 0.930 -0.392  -0.63
N 0.106 0.206 0.904  -0.37
C -0.663 -1.252 0.246  -0.17
S -1.198 -2.411 1.187  0.14
H 1.172 1.384 -0.082  0.48
H -0.700 0.706 1.289  0.33
H -0.788 -0.891 -0.764  0.21

***

Verdict on stability: R comes out on top.

***

P.
Molecular formula: C4H9N3
Method: DFT, ωB97M-V/def2-TZVPD

## Properties
LUMO energy = 0.909 eV

Each line ends with the natural charge from an NBO analysis.
Positions of all 16 atoms, in Å:
C -0.628 -0.503 2.601  -0.18
N -1.281 -0.399 1.442  -0.19
N -0.298 -0.265 0.360  -0.30
C -0.642 0.740 -0.716  -0.25
C 0.781 0.563 -1.156  -0.03
N 0.577 -0.448 -2.423  -0.87
C 1.207 -0.008 0.340  -0.28
H -1.305 -0.525 3.532  0.20
H 0.562 -0.307 2.783  0.18
H -1.613 0.679 -1.314  0.22
H -0.467 1.735 -0.399  0.16
H 0.908 1.682 -1.637  0.19
H 1.401 -0.566 -3.158  0.36
H -0.248 0.142 -3.027  0.35
H 1.484 1.081 0.857  0.20
H 1.975 -0.890 0.282  0.25

***

Q.
Molecular formula: C4H9N3
Method: DFT, ωB97M-V/def2-TZVPD

## Properties
LUMO energy = 0.828 eV

Each line ends with the natural charge from an NBO analysis.
Positions of all 16 atoms, in Å:
C -0.335 -1.597 -0.099  -0.63
C -0.028 -0.111 0.284  -0.02
C -1.108 0.753 -0.289  -0.63
N 1.303 0.228 -0.057  -0.33
N 1.629 1.583 0.271  -0.64
C 1.994 -0.365 -0.957  0.40
N 2.625 -1.003 -1.689  -0.39
H -1.253 -1.989 0.213  0.23
H 0.002 -1.687 -1.153  0.23
H 0.477 -2.186 0.363  0.22
H 0.005 -0.014 1.326  0.19
H -1.191 0.461 -1.274  0.20
H -1.158 1.851 -0.139  0.23
H -1.990 0.403 0.204  0.21
H 2.476 1.643 0.824  0.37
H 1.725 2.131 -0.571  0.36

***

Verdict on stability: Q comes out on top.

***

P.
Molecular formula: C4H9N3
Method: DFT, ωB97M-V/def2-TZVPD

## Properties
LUMO energy = 0.886 eV

Each line ends with the natural charge from an NBO analysis.
Positions of all 16 atoms, in Å:
H 0.581 -0.314 1.899  0.34
N 1.019 -1.233 1.669  -0.74
C 2.161 -1.083 1.065  0.28
N 2.982 -2.150 0.800  -0.80
H 2.572 -0.096 0.754  0.15
H 2.579 -3.035 0.917  0.39
H 3.570 -2.072 0.026  0.38
C -0.763 0.243 -1.401  -0.46
C -1.434 1.403 -1.602  -0.04
N -1.937 2.261 -0.598  -0.41
C -2.708 1.748 0.293  -0.04
H -0.681 -0.267 -0.420  0.21
H -0.264 -0.267 -2.220  0.20
H -1.578 1.755 -2.623  0.20
H -3.043 2.398 1.132  0.18
H -3.055 0.707 0.309  0.16

***

Q.
Molecular formula: C4H9N3
Method: DFT, ωB97M-V/def2-TZVPD

## Properties
LUMO energy = 0.937 eV

Each line ends with the natural charge from an NBO analysis.
Positions of all 16 atoms, in Å:
H -1.010 -1.826 -0.353  0.36
N 0.009 -1.824 -0.273  -0.65
C 0.473 -0.731 0.155  0.44
C -0.022 0.631 0.354  -0.53
C -1.687 0.542 0.692  -0.16
C -2.624 0.339 -0.234  -0.42
N 2.062 -0.592 0.395  -0.51
N 2.793 0.161 -0.534  -0.64
H 0.062 1.234 -0.550  0.24
H 0.404 1.125 1.228  0.25
H -1.980 0.779 1.715  0.20
H -2.371 0.126 -1.272  0.19
H -3.685 0.407 0.003  0.21
H 2.405 -1.553 0.470  0.36
H 2.444 0.031 -1.487  0.33
H 2.728 1.153 -0.311  0.34

***

R.
Molecular formula: C4H9N3
Method: DFT, ωB97M-V/def2-TZVPD

## Properties
LUMO energy = 1.010 eV

Each line ends with the natural charge from an NBO analysis.
Positions of all 16 atoms, in Å:
H 2.311 -1.178 0.705  0.35
N 1.394 -1.592 0.841  -0.64
C 0.426 -0.989 0.308  0.47
C -0.950 -1.565 0.450  -0.70
N 0.503 0.048 -0.966  -0.31
N -0.673 0.337 -1.634  -0.68
C 0.932 0.978 -0.027  -0.02
C 0.145 1.892 0.613  -0.51
H -1.433 -1.737 -0.507  0.25
H -0.876 -2.545 0.917  0.25
H -1.590 -0.894 1.026  0.23
H -0.461 0.852 -2.488  0.38
H -1.408 0.833 -1.122  0.34
H 1.970 0.893 0.225  0.20
H -0.873 2.119 0.316  0.19
H 0.584 2.549 1.345  0.21

***

S.
Molecular formula: C4H9N3
Method: DFT, ωB97M-V/def2-TZVPD

## Properties
LUMO energy = 0.644 eV

Each line ends with the natural charge from an NBO analysis.
Positions of all 16 atoms, in Å:
H 2.341 1.511 -0.099  0.36
N 1.370 1.266 -0.128  -0.71
C 1.172 0.072 -0.042  0.56
N 2.348 -0.779 0.017  -0.87
N 0.028 -0.615 -0.042  -0.63
C -1.300 -0.174 0.047  0.21
C -2.312 -1.105 -0.041  -0.51
C -1.493 1.391 0.046  -0.68
H 2.540 -0.927 1.153  0.37
H 2.141 -1.769 -0.435  0.36
H 0.150 -1.551 0.396  0.40
H -3.420 -0.909 0.181  0.23
H -1.933 -2.116 -0.421  0.19
H -1.041 1.617 -0.882  0.24
H -0.947 2.019 0.839  0.24
H -2.461 1.919 0.272  0.23

***

Verdict on stability: P comes out on top.